# 1
{
  "formula": "C5H10O",
  "method": "the ωB97M-V functional and the def2-TZVPD basis",
  "largest_force_ev_per_a": 3.5,
  "mol_weight_g_mol": 86.13,
  "e_above_lowest_kcal_mol": 38.4,
  "lumo_energy_ev": 0.88,
  "e_homo_ev": -9.63,
  "homo_lumo_gap_ev": 10.511,
  "smiles": "CC(C)(C)C=O",
  "multiplicity": 1,
  "symbols": ["C", "C", "C", "C", "C", "H", "H", "H", "H", "H", "H", "H", "H", "H", "H", "O"],
  "xyz": [[0.6321, -0.8085, -1.0270], [-0.0556, 0.1165, -0.0366], [1.0807, 1.2069, 0.3639], [-0.5062, -0.7046, 1.1729], [-1.4806, 0.6992, -0.6119], [-0.0664, -1.6649, -1.2742], [0.8763, -0.4212, -2.0995], [1.5198, -1.3985, -0.6776], [2.0101, 0.6573, 0.5649], [1.1551, 1.8458, -0.6015], [0.8401, 1.8220, 1.2467], [0.3703, -1.3125, 1.5633], [-1.1603, -1.5180, 0.7914], [-0.9459, -0.1608, 2.0350], [-1.8248, 1.4628, -1.3490], [-2.4447, 0.1785, -0.0607]],
  "forces_ev_per_angstrom": [[-0.55, -2.05, -2.79], [0.73, 1.78, 0.50], [-1.70, 0.07, -1.93], [1.20, -1.89, 0.40], [-0.91, -1.61, 2.02], [0.36, 0.84, 0.24], [-0.28, -0.06, 2.08], [-0.52, 1.15, 0.17], [-0.25, 0.25, -0.24], [0.39, -0.72, 1.83], [-0.11, -0.18, -0.51], [-0.58, 1.01, -0.31], [-0.01, 0.76, 0.61], [0.12, -0.24, -0.86], [1.53, -0.06, -0.10], [0.59, 0.95, -1.10]],
  "nbo_charge": [-0.64, -0.13, -0.61, -0.61, 0.40, 0.21, 0.22, 0.23, 0.22, 0.21, 0.21, 0.20, 0.23, 0.23, 0.16, -0.53]
}


# 2
{
  "formula": "C23H39Cl8CuN3O7Pd",
  "method": "the ωB97M-V functional and the def2-TZVPD basis",
  "largest_force_ev_per_a": 5.0,
  "mol_weight_g_mol": 923.17,
  "s_squared": 3.825,
  "lumo_energy_ev": [-9.40, -10.74],
  "e_homo_ev": [-12.01, -11.88],
  "homo_lumo_gap_ev": [2.607, 1.146],
  "total_charge": 2,
  "multiplicity": 4,
  "symbols": ["Cu", "Pd", "C", "C", "C", "O", "C", "C", "C", "O", "O", "O", "H", "H", "Cl", "C", "C", "Cl", "H", "H", "H", "H", "Cl", "C", "C", "Cl", "H", "H", "H", "H", "Cl", "C", "C", "Cl", "H", "H", "H", "H", "Cl", "C", "C", "Cl", "H", "H", "H", "H", "C", "O", "N", "C", "C", "H", "H", "H", "H", "H", "H", "H", "C", "O", "N", "C", "C", "H", "H", "H", "H", "H", "H", "H", "C", "O", "N", "C", "C", "H", "H", "H", "H", "H", "H", "H"],
  "xyz": [[-1.0450, -6.3710, -5.8500], [-0.1924, -9.3707, -1.1184], [0.6306, -3.2227, 1.3836], [0.4207, -3.7287, 0.1422], [0.1779, -2.9105, -1.1090], [-0.1504, -3.4685, -2.2065], [0.2229, -1.5504, -1.0376], [0.5212, -0.9098, 0.2369], [0.7184, -1.7814, 1.6210], [0.8322, -1.3039, 2.7335], [0.4844, 0.2686, 0.3858], [0.2772, -5.0335, 0.1823], [0.7410, -3.8326, 2.2681], [0.0448, -0.8702, -1.8574], [1.1205, 5.5531, 4.5598], [2.0571, 4.9276, 3.1086], [3.0496, 3.9170, 3.6250], [4.5257, 4.7914, 4.0557], [2.4203, 5.8567, 2.6692], [1.4659, 4.3754, 2.3781], [3.2914, 3.2093, 2.8320], [2.7295, 3.2357, 4.4133], [2.3415, -5.8910, 7.0930], [3.5556, -4.9687, 7.8644], [4.1991, -3.8712, 6.9759], [5.2274, -2.9248, 8.0548], [4.2886, -5.6724, 8.2588], [3.0290, -4.4482, 8.6644], [3.5619, -3.1706, 6.4362], [4.7860, -4.3772, 6.2093], [-6.5987, 3.9837, -1.0562], [-5.2858, 4.3131, 0.1290], [-4.0299, 3.3747, -0.1805], [-3.7644, 3.4883, -2.0044], [-5.5283, 4.0650, 1.1624], [-5.0803, 5.3676, -0.0548], [-4.1813, 2.3215, 0.0562], [-3.1844, 3.7735, 0.3801], [6.6583, -5.2961, -1.3361], [5.0613, -5.3265, -0.6587], [5.0729, -5.4737, 0.8897], [6.3015, -6.7127, 1.4565], [4.4543, -6.1145, -1.1045], [4.6256, -4.3611, -0.9160], [4.1706, -5.9858, 1.2238], [5.1200, -4.5452, 1.4587], [2.1192, 3.7170, -4.4338], [1.8308, 3.5470, -5.6149], [3.3103, 3.8012, -3.9425], [3.5444, 4.1186, -2.5305], [4.4789, 3.4963, -4.7657], [1.3804, 3.8449, -3.6276], [2.5669, 4.3674, -2.1172], [4.2915, 4.8869, -2.7299], [3.9659, 3.2632, -2.0027], [4.5225, 3.1752, -5.8065], [5.1426, 4.3607, -4.7848], [4.9475, 2.6684, -4.2338], [-4.0947, 0.3813, 4.2776], [-4.8076, -0.5787, 3.9958], [-4.5586, 1.5566, 4.7518], [-3.6933, 2.4246, 5.4972], [-6.0143, 1.7115, 5.0537], [-2.9959, 0.3335, 4.3285], [-3.9267, 3.4307, 5.1487], [-2.6619, 2.1996, 5.2259], [-3.7910, 2.2984, 6.5755], [-6.3059, 2.6375, 5.5493], [-6.5475, 1.5831, 4.1117], [-6.2833, 0.8591, 5.6776], [-2.8080, -1.4034, -7.2274], [-2.8803, -2.6182, -7.0258], [-3.6911, -0.7304, -7.8859], [-3.5929, 0.7221, -7.9906], [-4.7131, -1.4303, -8.7170], [-2.0475, -0.7882, -6.7219], [-3.9698, 1.1179, -8.9337], [-2.6448, 1.1874, -7.7207], [-4.1843, 1.2050, -7.2127], [-5.6786, -0.9539, -8.5471], [-4.5868, -1.3088, -9.7928], [-4.7670, -2.4118, -8.2460]],
  "forces_ev_per_angstrom": [[-0.16, 0.47, -0.27], [0.03, -0.05, 0.27], [0.77, 2.21, 2.02], [-0.96, -4.93, -0.25], [-0.98, -2.82, -2.67], [0.71, 0.42, 1.95], [0.60, 1.98, 0.94], [-0.05, -0.79, 2.40], [-0.31, 0.19, -0.64], [-0.04, -0.12, -1.64], [0.10, 1.65, -0.31], [0.30, 2.72, -1.43], [-0.06, -0.42, -0.19], [-0.10, -0.24, -0.27], [-0.10, -0.34, -0.82], [-0.91, -0.28, 1.00], [0.81, -0.06, -0.88], [0.47, -0.24, 0.44], [0.52, -0.55, -0.05], [-0.80, 0.45, 0.27], [0.29, 0.27, -0.34], [-0.30, 0.74, 0.37], [-1.30, -1.06, -1.36], [0.41, 1.92, 0.62], [0.12, -1.22, -0.10], [0.38, 0.22, -0.03], [0.15, 0.44, -0.01], [0.39, -0.16, 0.27], [-0.51, -0.30, 0.48], [0.36, 0.18, 0.11], [-0.22, -0.15, 0.91], [1.24, -1.46, -0.90], [-1.37, 1.55, -1.08], [0.72, -0.26, 1.20], [-0.65, 0.38, -0.14], [0.38, -0.24, 0.46], [-0.25, 0.23, -0.05], [0.17, -0.06, -0.38], [0.73, -0.05, -0.54], [-0.55, 0.38, 1.30], [-0.18, -1.35, -0.09], [-0.43, 0.92, -0.20], [0.29, -0.07, -0.03], [-0.24, -0.07, 0.11], [-0.29, 0.34, -0.29], [0.67, -0.08, -0.24], [-2.55, -0.01, -1.55], [-0.06, -0.15, 0.68], [1.69, -0.89, -0.47], [0.39, -0.40, -1.95], [1.44, -0.06, 0.96], [-0.56, 0.04, -0.21], [0.49, 0.58, 0.25], [-0.11, 0.56, 1.70], [0.15, 0.04, 0.07], [-1.73, 0.12, 0.05], [0.21, 0.04, 0.41], [0.63, 0.11, 0.05], [-0.75, -1.19, 0.69], [0.69, 0.93, -0.27], [-1.41, 0.49, 0.79], [0.64, 0.31, -0.78], [0.59, -1.22, -0.77], [0.02, -0.06, -0.39], [0.20, 0.25, 0.57], [0.06, 0.11, 0.07], [-0.23, 0.17, 0.04], [0.61, 0.02, -0.20], [-0.17, 0.14, 0.11], [-0.23, 0.06, 0.13], [0.78, -1.51, 1.90], [0.66, -0.48, -0.03], [-1.30, 1.84, -2.74], [-0.64, 0.94, 0.83], [-0.33, 0.92, 1.62], [0.11, 0.03, -0.21], [0.31, -0.33, -0.10], [0.60, -0.76, -0.63], [-0.74, -0.24, 0.00], [-0.05, 0.13, 0.32], [0.72, -0.57, 0.10], [0.03, -0.21, -0.97]],
  "mulliken_spin": [0.00, 0.80, 0.34, 0.00, 0.05, 0.41, 0.32, 0.02, 0.03, 0.19, 0.19, 0.48, -0.01, -0.01, 0.00, 0.00, 0.00, 0.00, 0.00, 0.00, 0.00, 0.00, 0.00, 0.00, 0.00, 0.00, 0.00, 0.00, 0.00, 0.00, 0.00, 0.00, 0.00, 0.00, 0.00, 0.00, 0.00, 0.00, 0.00, 0.00, 0.00, 0.00, 0.00, 0.00, 0.00, 0.00, 0.00, 0.00, 0.00, 0.00, 0.00, 0.00, 0.00, 0.00, 0.00, 0.00, 0.00, 0.00, -0.03, 0.08, 0.12, 0.00, 0.00, 0.00, 0.01, 0.00, 0.01, 0.00, 0.00, 0.01, 0.00, 0.00, 0.00, 0.00, 0.00, 0.00, 0.00, 0.00, 0.00, 0.00, 0.00, 0.00]
}